Formula: C16H22NO2S2
Source: the OMol25 dataset
Level of theory: wB97M-V/def2-TZVPD

```
43
Properties=species:S:1:pos:R:3:lowdin_charge:R:1
C -3.9535 -0.1408 2.0617 -0.056
C -3.3154 1.0998 2.1328 -0.051
C -1.9297 1.1712 2.3229 -0.113
C -1.1895 -0.0055 2.5163 -0.353
C 0.2647 0.1052 3.0742 -0.735
S 1.0515 -1.4526 3.1783 1.005
C 2.7109 -1.2901 2.5056 -0.452
C 3.0383 -0.1596 1.5464 -0.269
C 2.6276 1.1692 2.1631 -0.467
S 0.8791 1.4545 2.1048 1.053
C -1.8147 -1.2461 2.3978 -0.074
C -3.2007 -1.3070 2.1930 -0.049
H -5.0318 -0.1892 1.9068 0.116
H -3.8934 2.0202 2.0525 0.116
H -1.4739 2.1568 2.4652 0.091
H 3.3420 -1.2195 3.4063 0.082
H 2.8491 -2.2724 2.0254 0.088
H 4.1221 -0.1479 1.3936 0.125
H 2.5689 -0.2917 0.5658 0.120
H 2.8788 1.2477 3.2278 0.051
H 3.0582 2.0210 1.6156 0.098
H -1.2485 -2.1685 2.5266 0.079
H -3.6896 -2.2749 2.1308 0.114
C 3.8164 2.3846 7.3358 -0.011
O 2.6396 1.5609 7.3549 -0.010
C 2.1680 1.2803 6.1469 -0.436
C 1.0120 0.3133 6.1771 -0.141
C 0.0242 0.6688 7.3080 -0.098
C -1.3856 0.5009 6.7463 -0.133
C -1.2539 0.3727 5.2400 -0.126
N 0.2098 0.4946 4.8961 -0.027
O 2.6119 1.8239 5.1413 0.086
H 4.1180 2.4995 8.3772 0.104
H 4.6170 1.8908 6.7733 0.107
H 3.5921 3.3626 6.8989 0.106
H 1.3870 -0.7165 6.2852 0.169
H 0.2108 -0.0484 8.1147 0.131
H 0.1402 1.6961 7.6985 0.135
H -1.8729 -0.4044 7.1167 0.121
H -2.0315 1.3524 6.9941 0.124
H -1.6615 -0.5756 4.8683 0.131
H -1.7696 1.1919 4.7362 0.123
H 0.4533 1.4852 4.7048 0.128
```

Net charge: +1
E_tot: -44197.0582 eV
Kohn-Sham gap: 0.32529 Eh

Formula: C32H25ClCsN5P
Source: the OMol25 dataset
Level of theory: wB97M-V/def2-TZVPD

```
65
Properties=species:S:1:pos:R:3:lowdin_charge:R:1
Cs 0.0254 -0.0695 0.2713 1.027
N -2.7995 4.0058 -1.1894 0.124
C -2.1011 3.0357 -0.5785 -0.159
N -1.3997 2.1226 -1.1637 0.019
C -1.3495 2.1177 -2.5581 -0.293
N -0.7065 1.2564 -3.2696 0.057
N -0.0520 0.2623 -2.5162 -0.128
C 0.6285 -0.4955 -3.2865 -0.095
C 1.4277 -1.6617 -2.8182 -0.271
C 2.0562 -2.4363 -3.7843 -0.012
C 2.7997 -3.5365 -3.3809 -0.042
C 2.8903 -3.8169 -2.0318 -0.045
C 2.2352 -2.9819 -1.1339 -0.131
N 1.5171 -1.9290 -1.5079 -0.013
C -2.0768 3.1693 -3.2948 -0.085
C -2.0712 3.2585 -4.6909 -0.008
C -2.7724 4.2567 -5.3296 -0.061
C -3.4994 5.1931 -4.5895 -0.059
C -3.5216 5.1270 -3.2133 -0.011
C -2.8062 4.1114 -2.5813 -0.178
H -3.3038 4.6679 -0.6235 0.157
H -2.1582 3.0492 0.5065 0.122
H 0.6336 -0.2834 -4.3554 0.121
H 1.9613 -2.1817 -4.8308 0.117
H 3.2978 -4.1602 -4.1109 0.117
H 3.4571 -4.6609 -1.6645 0.111
H 2.2928 -3.1740 -0.0680 0.113
H -1.5080 2.5316 -5.2575 0.113
H -2.7599 4.3157 -6.4090 0.110
H -4.0480 5.9750 -5.0967 0.112
H -4.0799 5.8462 -2.6278 0.117
Cl 1.4729 0.3713 3.0002 0.536
C 0.9507 -0.3609 4.5375 -0.616
C 1.7804 -0.1398 5.6201 -0.101
C 1.4262 -0.6854 6.8452 -0.061
C 0.2601 -1.4248 6.9607 -0.060
C -0.5545 -1.6185 5.8567 -0.061
C -0.2338 -1.0868 4.6051 -0.389
P -1.2407 -1.4268 3.1185 0.990
C -2.4519 -2.6638 3.6626 -0.408
C -2.2333 -3.9898 3.3006 -0.098
C -3.1181 -4.9851 3.6935 -0.072
C -4.2362 -4.6586 4.4440 -0.069
C -4.4693 -3.3366 4.8072 -0.067
C -3.5812 -2.3478 4.4213 -0.099
C -2.2768 0.0848 2.9515 -0.431
C -3.3661 0.0468 2.0738 -0.119
C -4.1770 1.1563 1.9038 -0.080
C -3.8972 2.3352 2.5871 -0.099
C -2.7985 2.3951 3.4309 -0.074
C -1.9939 1.2754 3.6142 -0.086
H 2.6810 0.4415 5.4866 0.108
H 2.0694 -0.5303 7.7009 0.114
H -0.0190 -1.8551 7.9127 0.112
H -1.4581 -2.2040 5.9623 0.101
H -1.3675 -4.2532 2.7039 0.100
H -2.9362 -6.0114 3.4041 0.108
H -4.9302 -5.4323 4.7445 0.109
H -5.3431 -3.0809 5.3917 0.109
H -3.7706 -1.3201 4.7087 0.114
H -3.6114 -0.8704 1.5480 0.115
H -5.0326 1.0937 1.2437 0.112
H -4.5442 3.1961 2.4743 0.107
H -2.5762 3.3055 3.9727 0.111
H -1.1577 1.3307 4.2997 0.098
```

Net charge: +1
E_tot: -63395.4356 eV
ΔE to the lowest compared entry with this formula, charge and spin: 0.007 eV
Kohn-Sham gap: 0.29009 Eh